[1]
# CClO2

A cluster of 2 separate species, CClO2 in total at a distorted geometry (the ωB97M-V functional and the def2-TZVPD basis, OMol25).

Atoms and positions in Å:
C (-0.53073, 0.45503, -1.05129)
O (-1.02393, -0.09450, -0.18196)
O (-0.09169, 0.98231, -1.97188)
Cl (1.64636, -1.34284, 3.20514)

Force components x, y, z for each atom (eV/Å):
C -0.2262 -0.2448 -0.0959
O -0.6341 -0.6930 1.3878
O 0.8538 0.9186 -1.2586
Cl 0.0065 0.0192 -0.0332

Values from the calculation:
Charge: -1
Relative energy (zero: lowest compared OMol25 entry of this formula, charge and spin) (kcal per mole): 6.10
Frontier orbital gap (eV): 6.319
HOMO (eV): -3.4
Multiplicity: 1

Charges in e, computed with Löwdin, in the same order as the atoms: atom 1 (C): -0.443, atom 2 (O): 0.232, atom 3 (O): 0.195, atom 4 (Cl): -0.984



[2]
# CClO2S

A cluster of 2 separate species, CClO2S in total at a distorted geometry (the ωB97M-V functional and the def2-TZVPD basis, OMol25).

Atoms and positions in Å:
C (0.01555, -0.51374, 0.29719)
O (0.29656, 0.25522, 1.09470)
O (-0.13781, -1.39018, -0.38609)
S (-0.58217, 2.81222, -2.26130)
Cl (0.39743, 1.10138, -2.08476)

Force components x, y, z for each atom (eV/Å):
C 1.1620 1.6737 1.5588
O 0.0252 1.8050 1.5145
O -1.2063 -3.6227 -2.9392
S -1.1304 1.9846 -0.1767
Cl 1.1495 -1.8406 0.0427

Values from the calculation:
Charge: -1
Relative energy (zero: lowest compared OMol25 entry of this formula, charge and spin) (kcal per mole): 7.82
Frontier orbital gap (eV): 5.969
HOMO (eV): -2.6
Multiplicity: 1

Charges in e, computed with Löwdin, in the same order as the atoms: atom 1 (C): -0.590, atom 2 (O): 0.177, atom 3 (O): 0.177, atom 4 (S): -0.517, atom 5 (Cl): -0.247



[3]
# CClO4

The ion CClO4 with charge -1 at a distorted geometry (the ωB97M-V functional and the def2-TZVPD basis, OMol25).

Atoms and positions in Å:
C (-0.11319, -0.30232, 0.58943)
O (-1.05064, -0.74607, -0.05168)
O (0.25628, -0.20777, 1.73851)
O (0.92998, 0.27931, -0.39959)
O (0.33337, 0.33686, -1.61468)
Cl (-0.64942, 1.77058, -1.78270)

Force components x, y, z for each atom (eV/Å):
C -0.5883 -0.6030 -0.9885
O -0.4675 -0.2150 0.9751
O 0.4037 0.1731 0.3060
O 0.1355 0.4385 0.7732
O 0.3516 0.2837 -1.1330
Cl 0.1651 -0.0773 0.0672

Values from the calculation:
Charge: -1
Relative energy (zero: lowest compared OMol25 entry of this formula, charge and spin) (kcal per mole): 0.00
SMILES string: O=C([O-])OOCl
Frontier orbital gap (eV): 8.628
HOMO (eV): -5.1
Multiplicity: 1

Charges in e, computed with Löwdin, in the same order as the atoms: atom 1 (C): -0.762, atom 2 (O): -0.025, atom 3 (O): 0.006, atom 4 (O): -0.167, atom 5 (O): -0.588, atom 6 (Cl): 0.535



[4]
# CClO4S

A cluster of 2 separate species, CClO4S in total at a distorted geometry (the ωB97M-V functional and the def2-TZVPD basis, OMol25).

Atoms and positions in Å:
C (0.24584, 0.13056, 1.12870)
O (-1.73851, -1.00003, 0.30110)
O (0.96853, -0.75621, 1.03262)
O (-0.64039, 0.46267, -1.46338)
O (-2.06474, 1.43352, 0.18637)
S (-1.33336, 0.28424, -0.14154)
Cl (4.56264, -0.55474, -1.04386)

Force components x, y, z for each atom (eV/Å):
C 3.4867 -3.4977 -0.6364
O -0.0853 -0.4760 0.2768
O -1.6508 3.1127 1.0890
O -0.9798 -1.3788 4.0073
O -0.8812 1.1024 1.6797
S 0.1965 1.1200 -6.5179
Cl -0.0860 0.0174 0.1016

Values from the calculation:
Charge: -1
Relative energy (zero: lowest compared OMol25 entry of this formula, charge and spin) (kcal per mole): 68.26
Frontier orbital gap (eV): 3.488
HOMO (eV): -3.6
Multiplicity: 1

Charges in e, computed with Löwdin, in the same order as the atoms: atom 1 (C): 0.048, atom 2 (O): -0.253, atom 3 (O): 0.191, atom 4 (O): -0.263, atom 5 (O): -0.258, atom 6 (S): 0.498, atom 7 (Cl): -0.962



[5]
# CCsF3LiO4P

A structure of composition CCsF3LiO4P at a distorted geometry (the ωB97M-V functional and the def2-TZVPD basis, OMol25).

Atoms and positions in Å:
P (-0.62541, 0.90838, 0.90800)
F (-2.25900, 0.93967, 1.05681)
F (-0.53313, 1.19425, 2.47295)
F (1.21883, 0.73463, 1.04477)
O (-0.46462, 1.92403, -0.19219)
Li (0.94307, -2.44684, -2.10268)
Cs (2.07877, 2.03286, -1.70112)
O (-0.69998, -0.70817, 0.62151)
O (-0.14677, -2.57381, -0.43034)
O (0.55208, -0.66339, -1.27287)
C (-0.06385, -1.34161, -0.40483)

Force components x, y, z for each atom (eV/Å):
P 0.8222 0.9136 -0.5140
F 0.8361 -0.1498 -0.0560
F 0.0888 -0.2370 -0.9983
F -1.1811 -0.0504 -0.0755
O -0.0988 -0.5312 0.8490
Li -0.6179 0.4394 0.9502
Cs -0.7658 -0.3814 0.7715
O 0.2112 0.1410 -0.1508
O 0.1703 -0.8999 -0.4295
O 0.5309 -0.1653 -0.9300
C 0.0040 0.9209 0.5832

Values from the calculation:
Frontier orbital gap (eV): 8.036
HOMO (eV): -9.2
Multiplicity: 1

Charges in e, computed with Löwdin, in the same order as the atoms: atom 1 (P): 0.389, atom 2 (F): -0.187, atom 3 (F): -0.120, atom 4 (F): -0.399, atom 5 (O): -0.464, atom 6 (Li): 0.834, atom 7 (Cs): 1.079, atom 8 (O): -0.050, atom 9 (O): -0.046, atom 10 (O): -0.218, atom 11 (C): -0.817



[6]
# CCuF3MgNO4S3

A structure of composition CCuF3MgNO4S3 at a distorted geometry (the ωB97M-V functional and the def2-TZVPD basis, OMol25).

Atoms and positions in Å:
Mg (-0.04936, 0.39415, 1.72130)
N (1.52658, -0.07809, 0.68171)
S (1.49735, -0.39199, -0.76870)
O (0.35138, -0.09360, -1.74158)
C (2.63533, 0.79948, -1.63635)
F (3.81273, 0.22367, -1.81365)
F (2.74281, 1.88604, -0.86823)
F (2.13578, 1.20748, -2.79487)
Cu (-1.32499, 0.51674, -1.28233)
S (-3.48444, -1.21152, -1.72742)
O (-2.94102, 0.07773, -2.61815)
S (-2.05901, -2.00203, 0.11942)
O (-1.70672, -0.43385, 0.39211)
O (1.71715, -1.86438, -1.11488)

Force components x, y, z for each atom (eV/Å):
Mg -0.0280 -1.4827 -2.5036
N -1.1046 1.3067 1.5858
S -1.4276 -5.2713 -3.2853
O 0.7776 0.8918 1.2597
C -0.2975 -0.5183 0.4505
F 0.5204 0.3297 -0.1837
F 0.4938 0.2793 0.1271
F 0.5098 -0.1183 -0.2905
Cu -0.7818 0.4956 -0.9790
S 1.4846 2.0664 -1.6481
O -0.8360 -3.6792 3.5704
S -1.1605 2.1297 -2.0742
O 0.8028 -0.0411 2.8160
O 1.0468 3.6117 1.1549

Values from the calculation:
Relative energy (zero: lowest compared OMol25 entry of this formula, charge and spin) (kcal per mole): 84.08
Frontier orbital gap (spin up / spin down) (eV): 5.316 / 5.273
HOMO (spin up / spin down) (eV): -8.3 / -8.3
Multiplicity: 2

Charges in e, computed with Löwdin, in the same order as the atoms: atom 1 (Mg): 1.115, atom 2 (N): -0.426, atom 3 (S): 0.510, atom 4 (O): -0.457, atom 5 (C): -0.696, atom 6 (F): 0.142, atom 7 (F): 0.103, atom 8 (F): 0.133, atom 9 (Cu): 0.265, atom 10 (S): 0.706, atom 11 (O): -0.613, atom 12 (S): 0.594, atom 13 (O): -1.002, atom 14 (O): -0.373



[7]
# CF2N5

A cluster of 2 separate species, CF2N5 in total at a distorted geometry (the ωB97M-V functional and the def2-TZVPD basis, OMol25).

Atoms and positions in Å:
C (0.03393, -0.72011, 0.20636)
N (1.27175, -0.78007, 0.48492)
N (-0.60246, -1.86912, 0.02961)
N (1.49546, -2.03104, 0.60952)
N (0.29195, -2.72374, 0.39443)
N (-0.49531, 2.63754, -1.02030)
F (-0.12440, 2.94995, 0.28305)
F (-1.87094, 2.53660, -0.98758)

Force components x, y, z for each atom (eV/Å):
C -2.9397 1.5972 -1.4392
N 1.5092 2.2902 0.1988
N -1.2096 1.1845 0.5218
N -0.6309 -4.3095 0.7526
N 3.2614 -0.6997 -0.0753
N -0.4948 0.0952 1.2402
F -0.8443 -0.3595 -1.5441
F 1.3486 0.2016 0.3452

Values from the calculation:
Charge: -1
Relative energy (zero: lowest compared OMol25 entry of this formula, charge and spin) (kcal per mole): 90.98
Frontier orbital gap (spin up / spin down) (eV): 7.892 / 6.153
HOMO (spin up / spin down) (eV): -4.2 / -4.4
Multiplicity: 1

Charges in e, computed with Löwdin, in the same order as the atoms: atom 1 (C): -0.330, atom 2 (N): -0.153, atom 3 (N): -0.142, atom 4 (N): -0.171, atom 5 (N): -0.170, atom 6 (N): 0.123, atom 7 (F): -0.081, atom 8 (F): -0.077



[8]
# CF3HoMgNO4S3

A structure of composition CF3HoMgNO4S3 at a distorted geometry (the ωB97M-V functional and the def2-TZVPD basis, OMol25).

Atoms and positions in Å:
Mg (-2.36570, 0.70428, -0.35631)
N (-1.55156, 0.41067, 1.37020)
S (-0.24950, -0.25712, 1.62511)
O (0.56766, -0.91176, 0.49967)
C (1.02701, 1.05389, 1.99971)
F (1.27230, 1.08503, 3.30173)
F (0.54867, 2.23830, 1.60235)
F (2.16011, 0.84864, 1.33869)
Ho (0.69234, -0.60376, -1.55426)
S (0.07424, -1.53555, -4.04517)
O (1.22916, -0.51183, -3.48049)
S (-1.87177, -0.98633, -3.19240)
O (-1.32505, -0.25007, -1.82123)
O (-0.20789, -1.28439, 2.71242)

Force components x, y, z for each atom (eV/Å):
Mg 0.6339 -0.7137 0.7668
N -0.1808 0.4235 -1.9361
S 0.2434 -3.6662 4.3688
O -0.3981 0.2122 -0.6721
C -0.5634 0.1923 1.0445
F -0.0068 0.1157 -0.4448
F 0.0713 0.1978 -0.0221
F 0.5037 -0.0596 -0.2024
Ho 1.4297 -0.8950 1.6844
S 0.1178 -0.5341 1.0389
O -0.3743 0.5789 -2.8430
S 0.3206 0.2497 -1.8383
O -1.6852 0.9835 1.2540
O -0.1118 2.9152 -2.1986

Values from the calculation:
Charge: +1
Relative energy (zero: lowest compared OMol25 entry of this formula, charge and spin) (kcal per mole): 21.39
Frontier orbital gap (spin up / spin down) (eV): 6.714 / 6.772
HOMO (spin up / spin down) (eV): -12.8 / -12.9
Multiplicity: 5

Charges in e, computed with Löwdin, in the same order as the atoms: atom 1 (Mg): 1.100, atom 2 (N): -0.378, atom 3 (S): 0.526, atom 4 (O): -0.556, atom 5 (C): -0.683, atom 6 (F): 0.168, atom 7 (F): 0.110, atom 8 (F): 0.124, atom 9 (Ho): 1.587, atom 10 (S): 0.595, atom 11 (O): -0.844, atom 12 (S): 0.583, atom 13 (O): -1.027, atom 14 (O): -0.303



[9]
# CF3IO

A structure of composition CF3IO at a distorted geometry (the ωB97M-V functional and the def2-TZVPD basis, OMol25).

Atoms and positions in Å:
C (-0.12394, 0.22193, -0.15964)
O (0.97676, -0.22463, -0.96506)
F (-0.50955, -0.79778, 0.65728)
F (0.07441, 1.27442, 0.55751)
F (-1.02130, 0.35466, -1.08461)
I (2.74814, -0.02616, -0.07989)

Force components x, y, z for each atom (eV/Å):
C 1.7671 -3.7388 -1.7044
O -0.2714 1.0712 1.8703
F 0.2166 0.7770 -0.0968
F 0.0612 1.0769 0.3508
F -1.8235 0.9872 -0.3109
I 0.0499 -0.1735 -0.1090

Values from the calculation:
Relative energy (zero: lowest compared OMol25 entry of this formula, charge and spin) (kcal per mole): 3.90
Frontier orbital gap (eV): 8.980
HOMO (eV): -10.1
Multiplicity: 1

Charges in e, computed with Löwdin, in the same order as the atoms: atom 1 (C): -0.878, atom 2 (O): -0.598, atom 3 (F): 0.118, atom 4 (F): 0.165, atom 5 (F): 0.194, atom 6 (I): 0.999



[10]
# CF3InNNaO4S3

A structure of composition CF3InNNaO4S3 at a distorted geometry (the ωB97M-V functional and the def2-TZVPD basis, OMol25).

Atoms and positions in Å:
Na (0.14578, 0.78438, 2.14982)
N (0.09125, -0.97783, 0.63015)
S (0.76468, -1.05109, -0.70345)
O (0.09477, -0.13874, -1.75743)
C (2.43339, -0.19575, -0.59013)
F (3.40431, -1.06264, -0.87607)
F (2.61502, 0.24422, 0.66557)
F (2.53922, 0.84927, -1.40409)
In (-1.34779, 0.35208, -0.40648)
S (-3.74524, 0.08856, 1.57825)
O (-3.35789, -0.49829, 0.08148)
S (-3.14124, 2.12199, 1.08813)
O (-1.53558, 1.87167, 0.87070)
O (1.03932, -2.38783, -1.32646)

Force components x, y, z for each atom (eV/Å):
Na -0.0163 -0.1308 0.2344
N -0.5577 1.3403 -0.3148
S 1.9108 -4.8789 -1.7397
O -0.1235 0.3531 -0.3535
C 0.3471 -0.7457 -0.5190
F -0.1506 0.3554 0.1940
F 0.0703 0.2021 0.2815
F -0.0323 0.0758 0.0331
In -2.8986 -1.8531 0.7816
S 1.0730 1.8393 -1.7496
O 1.2441 0.4576 0.1064
S -1.4371 -1.0580 1.2650
O 0.9394 0.5627 0.2547
O -0.3687 3.4802 1.5259

Values from the calculation:
Relative energy (zero: lowest compared OMol25 entry of this formula, charge and spin) (kcal per mole): 0.00
Frontier orbital gap (eV): 7.134
HOMO (eV): -8.5
Multiplicity: 1

Charges in e, computed with Löwdin, in the same order as the atoms: atom 1 (Na): 0.611, atom 2 (N): -0.323, atom 3 (S): 0.526, atom 4 (O): -0.387, atom 5 (C): -0.659, atom 6 (F): 0.143, atom 7 (F): 0.099, atom 8 (F): 0.142, atom 9 (In): 0.882, atom 10 (S): 0.486, atom 11 (O): -0.835, atom 12 (S): 0.508, atom 13 (O): -0.880, atom 14 (O): -0.312



[11]
# CF3IrMgNO4S3

A structure of composition CF3IrMgNO4S3 at a distorted geometry (the ωB97M-V functional and the def2-TZVPD basis, OMol25).

Atoms and positions in Å:
Mg (2.00202, -1.57551, 0.59219)
N (0.44495, -1.12853, 1.65411)
S (-0.55660, -0.08707, 1.31069)
O (-0.54783, 0.76869, 0.03583)
C (-2.15018, -0.94317, 0.85585)
F (-2.99453, -0.87875, 1.87357)
F (-1.86917, -2.21714, 0.56477)
F (-2.70509, -0.42009, -0.23032)
Ir (0.44959, 0.45872, -1.50172)
S (2.27358, 2.24786, -2.65151)
O (0.93429, 1.48905, -3.23575)
S (3.25772, 1.28948, -0.82746)
O (2.23463, 0.01417, -0.79383)
O (-0.77339, 0.98231, 2.35357)

Force components x, y, z for each atom (eV/Å):
Mg -0.9632 1.0520 0.2243
N 1.1741 -0.3321 -1.8018
S -1.0685 2.6474 6.0876
O 0.1271 0.7364 -0.8717
C -0.4650 -0.4869 0.4013
F 0.2170 -0.1115 -0.2958
F -0.0556 -0.0224 0.1969
F -0.1694 0.2347 0.0795
Ir -2.8058 0.6501 -2.6330
S -1.1992 -0.9149 -0.3572
O 3.1286 0.5514 1.7726
S -0.7793 0.4297 -1.6897
O 2.8143 -1.2778 1.5247
O 0.0450 -3.1561 -2.6377

Values from the calculation:
Charge: +1
Relative energy (zero: lowest compared OMol25 entry of this formula, charge and spin) (kcal per mole): 0.00
Frontier orbital gap (spin up / spin down) (eV): 6.532 / 5.930
HOMO (spin up / spin down) (eV): -12.9 / -13.0
Multiplicity: 5

Charges in e, computed with Löwdin, in the same order as the atoms: atom 1 (Mg): 1.121, atom 2 (N): -0.385, atom 3 (S): 0.531, atom 4 (O): -0.566, atom 5 (C): -0.682, atom 6 (F): 0.172, atom 7 (F): 0.118, atom 8 (F): 0.136, atom 9 (Ir): 1.294, atom 10 (S): 0.728, atom 11 (O): -0.747, atom 12 (S): 0.661, atom 13 (O): -1.083, atom 14 (O): -0.299



[12]
# CF3IrO2S

A structure of composition CF3IrO2S at a distorted geometry (the ωB97M-V functional and the def2-TZVPD basis, OMol25).

Atoms and positions in Å:
O (-2.04826, -0.68347, 0.61071)
Ir (-2.17019, 1.13668, 0.89746)
S (0.45083, 1.28784, -0.56165)
O (-0.46835, 1.62951, 0.71406)
C (0.75609, -0.51076, -0.38056)
F (2.23916, -0.66612, -0.89254)
F (1.00703, -0.83806, 0.89431)
F (0.23368, -1.35561, -1.28178)

Force components x, y, z for each atom (eV/Å):
O -0.7381 1.2598 0.2296
Ir -5.3773 -3.7555 0.5453
S -0.4368 0.0711 0.7780
O 6.5718 2.1422 -1.7856
C 6.5677 -2.6964 -1.6610
F -3.3103 1.7041 0.8599
F -2.3142 -0.0504 -1.5056
F -0.9628 1.3251 2.5393

Values from the calculation:
Charge: +1
Relative energy (zero: lowest compared OMol25 entry of this formula, charge and spin) (kcal per mole): 20.71
Frontier orbital gap (spin up / spin down) (eV): 7.837 / 6.819
HOMO (spin up / spin down) (eV): -14.4 / -16.0
Multiplicity: 6

Charges in e, computed with Löwdin, in the same order as the atoms: atom 1 (O): -0.360, atom 2 (Ir): 1.380, atom 3 (S): 1.215, atom 4 (O): -0.790, atom 5 (C): -0.657, atom 6 (F): -0.065, atom 7 (F): 0.134, atom 8 (F): 0.143



Electronic energy per entry: -17657.04599 -28491.49369 -21747.37965 -32583.86498 -27428.14254 -101454.55248 -13915.13193 -82610.18335 -19336.79321 -60963.85844 -59644.48638 -26941.18123 eV